Density functional theory data (ωB97M-V/def2-TZVPD) for a cluster of 20 separate species, C102H154F11N9O9 in total.

Each line ends with the Mulliken charge.
Element x y z (Å)
1 F 4.199 5.154 -4.709  -0.43
2 C 2.893 5.399 -4.514  0.48
3 C 2.083 5.434 -5.642  -0.32
4 C 0.799 5.901 -5.477  -0.72
5 C 0.312 6.094 -4.227  -0.31
6 C 1.088 5.926 -3.116  -0.21
7 C 2.446 5.580 -3.265  -0.51
8 H 2.451 5.107 -6.605  0.46
9 H 0.074 6.112 -6.250  0.41
10 H -0.715 6.395 -4.095  0.25
11 H 0.596 6.095 -2.155  0.31
12 H 3.160 5.442 -2.461  0.59
13 F -5.542 4.219 1.299  -0.45
14 C -4.231 3.821 1.580  0.59
15 C -3.962 2.490 1.539  -0.90
16 C -2.676 2.105 1.977  0.66
17 C -1.698 2.983 2.337  -1.35
18 C -2.008 4.367 2.223  -0.95
19 C -3.279 4.796 1.896  -1.19
20 H -4.721 1.761 1.303  1.23
21 H -2.490 1.071 2.042  0.12
22 H -0.740 2.629 2.590  1.00
23 H -1.308 5.053 2.563  0.69
24 H -3.617 5.791 1.827  0.67
25 F -4.121 3.192 -5.909  -0.02
26 C -4.617 2.197 -6.684  -0.19
27 C -5.170 2.568 -7.909  -0.80
28 C -5.645 1.514 -8.722  -0.35
29 C -5.496 0.249 -8.379  -0.73
30 C -4.931 -0.090 -7.162  -0.32
31 C -4.557 0.877 -6.267  0.54
32 H -5.155 3.641 -8.108  0.44
33 H -5.946 1.668 -9.742  0.34
34 H -5.794 -0.548 -9.089  0.37
35 H -4.748 -1.168 -6.851  0.09
36 H -4.252 0.560 -5.247  0.66
37 F 1.713 2.019 -3.167  -0.01
38 C 0.956 1.498 -4.153  0.32
39 C -0.035 2.300 -4.704  -0.11
40 C -0.865 1.744 -5.655  -1.09
41 C -0.726 0.409 -6.060  -1.08
42 C 0.392 -0.351 -5.600  -1.51
43 C 1.209 0.218 -4.616  0.39
44 H -0.125 3.307 -4.384  0.52
45 H -1.585 2.367 -6.125  0.61
46 H -1.423 0.136 -6.787  0.68
47 H 0.589 -1.304 -6.027  0.61
48 H 2.072 -0.331 -4.273  0.54
49 F 7.756 -0.593 7.653  -0.34
50 C 6.408 -0.443 7.570  0.54
51 C 5.738 0.518 8.337  -0.62
52 C 4.357 0.636 8.225  -0.38
53 C 3.569 -0.202 7.448  -0.90
54 C 4.253 -1.138 6.659  0.15
55 C 5.636 -1.254 6.726  -0.92
56 H 6.289 1.174 9.039  0.37
57 H 3.952 1.509 8.749  0.38
58 H 2.539 -0.087 7.270  0.68
59 H 3.708 -1.780 5.990  0.62
60 H 6.283 -1.845 6.107  0.42
61 F 2.246 4.969 7.208  -0.40
62 C 2.124 3.809 6.478  0.26
63 C 3.244 3.165 6.078  -1.34
64 C 3.036 1.969 5.318  0.33
65 C 1.805 1.527 4.967  0.06
66 C 0.651 2.318 5.367  -0.19
67 C 0.827 3.426 6.131  -0.85
68 H 4.096 3.521 6.567  0.66
69 H 3.816 1.266 5.095  0.47
70 H 1.627 0.627 4.393  0.51
71 H -0.287 1.930 5.057  0.16
72 H -0.102 4.022 6.403  0.32
73 F -1.309 6.338 -0.065  -0.41
74 C -2.023 6.051 -1.127  -0.38
75 C -2.149 4.697 -1.496  1.01
76 C -2.857 4.430 -2.663  -0.48
77 C -3.478 5.399 -3.379  -0.62
78 C -3.401 6.736 -2.984  -0.57
79 C -2.672 7.048 -1.849  -1.12
80 H -1.657 4.026 -0.874  0.63
81 H -3.016 3.435 -3.013  0.89
82 H -4.052 5.128 -4.280  0.23
83 H -4.076 7.462 -3.434  0.40
84 H -2.788 8.011 -1.385  0.48
85 F 2.170 5.087 2.729  -0.43
86 C 2.619 4.277 1.726  0.36
87 C 3.895 3.664 1.694  -0.62
88 C 4.337 2.975 0.588  -0.87
89 C 3.551 2.795 -0.492  -0.74
90 C 2.244 3.354 -0.519  0.49
91 C 1.841 4.122 0.572  -0.89
92 H 4.508 3.728 2.616  0.23
93 H 5.327 2.536 0.613  0.71
94 H 3.927 2.213 -1.271  0.89
95 H 1.574 3.235 -1.351  0.59
96 H 0.897 4.643 0.393  0.39
97 F -7.413 -0.562 -4.504  -0.46
98 C -6.774 0.174 -3.562  -0.37
99 C -6.137 -0.543 -2.528  -0.42
100 C -5.507 0.182 -1.530  -0.37
101 C -5.480 1.564 -1.625  -0.90
102 C -6.128 2.233 -2.677  0.56
103 C -6.804 1.547 -3.633  -0.65
104 H -6.136 -1.634 -2.670  0.87
105 H -5.157 -0.344 -0.660  0.65
106 H -4.982 2.115 -0.848  0.65
107 H -6.093 3.352 -2.621  -0.39
108 H -7.311 2.041 -4.440  0.60
109 F -7.519 9.369 -3.900  -0.32
110 C -7.348 8.568 -2.862  0.30
111 C -7.370 9.133 -1.587  -0.54
112 C -7.223 8.297 -0.523  -0.33
113 C -7.078 6.938 -0.618  -0.44
114 C -6.969 6.352 -1.918  0.10
115 C -7.071 7.230 -3.008  -0.64
116 H -7.490 10.163 -1.532  0.53
117 H -7.200 8.836 0.422  0.33
118 H -6.955 6.322 0.306  0.35
119 H -6.797 5.327 -2.172  0.30
120 H -6.960 6.732 -3.983  0.39
121 F -1.506 -4.339 -5.914  -0.36
122 C -2.656 -4.393 -5.199  0.23
123 C -3.509 -3.262 -5.121  -0.43
124 C -4.611 -3.379 -4.287  0.38
125 C -4.814 -4.502 -3.465  -1.00
126 C -3.887 -5.535 -3.475  -0.27
127 C -2.814 -5.509 -4.430  -0.61
128 H -3.289 -2.360 -5.687  0.34
129 H -5.342 -2.559 -4.258  0.36
130 H -5.745 -4.543 -2.854  0.35
131 H -3.941 -6.402 -2.846  0.54
132 H -2.102 -6.311 -4.464  0.50
133 C 1.467 -4.025 7.179  -1.64
134 C 0.629 -3.531 6.036  1.16
135 C 0.646 -4.422 4.811  -0.07
136 O 1.996 -4.415 4.331  -0.27
137 C 2.173 -5.155 3.163  -0.48
138 N -0.748 -3.266 6.443  -0.55
139 H 2.546 -4.045 7.020  0.28
140 H 1.156 -5.087 7.382  0.36
141 H 1.347 -3.512 8.125  0.49
142 H 1.034 -2.557 5.690  -0.46
143 H -0.008 -3.862 4.134  -0.32
144 H 0.346 -5.533 4.974  0.24
145 H 1.908 -6.196 3.309  0.34
146 H 3.154 -4.941 2.872  0.33
147 H 1.558 -4.813 2.348  -0.07
148 H -1.174 -4.094 6.832  0.20
149 H -0.739 -2.610 7.202  0.26
150 C -2.219 0.087 5.283  -1.02
151 C -3.237 -1.017 4.954  0.17
152 C -4.260 -0.437 3.967  0.11
153 O -5.334 -1.297 3.875  -0.44
154 C -6.346 -0.826 3.048  -0.13
155 N -2.631 -2.290 4.468  -0.02
156 H -1.568 0.459 4.484  -0.39
157 H -1.499 -0.118 6.086  0.47
158 H -2.841 0.953 5.516  0.56
159 H -3.898 -1.238 5.825  0.10
160 H -3.754 -0.397 2.943  -0.62
161 H -4.577 0.556 4.222  0.81
162 H -6.018 -0.783 1.990  -0.27
163 H -6.592 0.242 3.384  0.31
164 H -7.161 -1.560 3.041  0.23
165 H -1.851 -2.628 5.075  -0.17
166 H -3.323 -3.031 4.619  0.33
167 C 7.054 -0.744 -4.538  -1.50
168 C 6.094 -0.097 -3.538  -0.18
169 C 4.804 0.400 -4.268  0.89
170 O 5.148 1.354 -5.230  -0.49
171 C 4.059 1.933 -5.861  -0.12
172 N 5.677 -1.081 -2.523  -0.12
173 H 7.938 -1.110 -4.012  0.42
174 H 7.234 -0.091 -5.380  0.39
175 H 6.615 -1.685 -4.915  0.29
176 H 6.554 0.782 -3.093  0.55
177 H 4.080 0.818 -3.548  -0.54
178 H 4.351 -0.498 -4.760  -0.18
179 H 3.571 1.284 -6.538  0.30
180 H 4.393 2.840 -6.362  0.35
181 H 3.374 2.267 -5.093  -0.35
182 H 6.496 -1.323 -2.033  0.27
183 H 5.298 -1.910 -2.982  0.00
184 C -3.211 -6.776 0.432  -0.77
185 C -2.679 -6.857 1.819  0.96
186 C -2.832 -8.298 2.252  -0.98
187 O -2.425 -8.314 3.605  -0.22
188 C -2.787 -9.490 4.272  -0.77
189 N -1.304 -6.376 1.882  -0.38
190 H -3.166 -5.801 -0.057  -0.54
191 H -4.264 -7.158 0.479  0.41
192 H -2.641 -7.449 -0.257  0.45
193 H -3.361 -6.235 2.439  -0.01
194 H -2.180 -8.917 1.614  0.36
195 H -3.878 -8.655 2.178  0.45
196 H -3.823 -9.785 4.002  0.29
197 H -2.653 -9.442 5.335  0.24
198 H -2.101 -10.323 3.952  0.29
199 H -0.853 -6.543 2.803  0.15
200 H -1.389 -5.413 1.659  0.06
201 C 4.217 -1.562 2.449  -1.44
202 C 4.940 -1.531 1.119  0.89
203 C 5.128 -2.899 0.593  -0.74
204 O 6.112 -3.506 1.347  -0.43
205 C 6.165 -4.861 1.053  -0.61
206 N 4.089 -0.641 0.321  0.77
207 H 4.016 -0.579 2.869  -0.08
208 H 4.752 -2.222 3.107  0.68
209 H 3.260 -2.068 2.326  0.04
210 H 5.968 -1.134 1.188  0.22
211 H 5.376 -2.851 -0.452  0.37
212 H 4.207 -3.441 0.770  0.21
213 H 6.977 -5.308 1.616  0.27
214 H 6.416 -4.975 -0.030  0.29
215 H 5.164 -5.305 1.264  0.19
216 H 4.602 -0.500 -0.572  -0.03
217 H 4.046 0.285 0.729  -0.59
218 C 2.359 -3.659 -5.098  -1.51
219 C 2.288 -3.677 -3.616  1.73
220 C 1.522 -4.874 -3.017  -0.56
221 O 1.382 -4.577 -1.642  -0.02
222 C 0.294 -5.189 -0.957  0.04
223 N 3.684 -3.660 -2.999  -0.26
224 H 1.354 -3.432 -5.500  0.12
225 H 2.703 -4.577 -5.548  0.48
226 H 3.048 -2.877 -5.454  0.31
227 H 1.811 -2.722 -3.361  -0.87
228 H 2.081 -5.863 -3.209  0.08
229 H 0.520 -5.018 -3.506  0.09
230 H -0.703 -4.903 -1.409  0.10
231 H 0.390 -4.838 0.058  -0.56
232 H 0.339 -6.308 -0.969  0.49
233 H 3.576 -3.910 -2.012  0.09
234 H 4.199 -4.444 -3.395  0.30
235 C -2.367 -2.857 -0.897  -0.25
236 C -2.788 -2.664 0.600  2.04
237 C -4.203 -3.268 0.878  -1.38
238 O -5.164 -2.414 0.267  0.77
239 C -6.408 -3.022 0.141  -1.10
240 N -1.846 -3.292 1.523  1.24
241 H -2.528 -3.896 -1.238  -0.57
242 H -1.335 -2.613 -1.159  -0.10
243 H -2.999 -2.174 -1.464  0.11
244 H -2.877 -1.666 0.838  -0.77
245 H -4.438 -3.246 1.929  0.44
246 H -4.251 -4.311 0.530  -0.19
247 H -6.854 -3.318 1.068  0.46
248 H -6.475 -3.888 -0.580  0.09
249 H -7.017 -2.198 -0.292  0.27
250 H -0.899 -2.997 1.302  -0.23
251 H -2.009 -3.008 2.513  -0.41
252 C 9.911 3.177 1.808  -1.40
253 C 8.966 4.184 2.388  0.44
254 C 7.968 3.401 3.311  -0.70
255 O 7.157 2.545 2.553  -0.11
256 C 6.276 1.821 3.375  -0.41
257 N 9.694 5.123 3.246  -0.70
258 H 10.569 2.802 2.567  0.40
259 H 10.569 3.707 1.088  0.39
260 H 9.373 2.457 1.184  0.27
261 H 8.338 4.587 1.555  0.29
262 H 7.388 4.167 3.821  0.29
263 H 8.668 2.932 4.018  0.25
264 H 5.789 2.486 4.098  0.29
265 H 6.742 1.040 3.966  0.59
266 H 5.476 1.438 2.824  -0.39
267 H 10.393 5.589 2.671  0.28
268 H 9.088 5.893 3.514  0.25
269 C 0.584 0.068 1.644  -0.08
270 C 0.225 -0.678 0.333  1.68
271 C 0.550 0.201 -0.914  -1.46
272 O -0.404 1.306 -1.028  1.12
273 C -1.550 0.892 -1.711  0.74
274 N 0.975 -1.965 0.253  0.74
275 H -0.085 0.917 1.726  -0.82
276 H 1.540 0.590 1.539  -0.19
277 H 0.610 -0.590 2.515  0.54
278 H -0.839 -0.837 0.342  -0.85
279 H 0.437 -0.388 -1.796  0.72
280 H 1.591 0.579 -0.864  -0.18
281 H -2.322 1.633 -1.711  -0.49
282 H -1.974 0.024 -1.299  -0.20
283 H -1.370 0.671 -2.847  -0.64
284 H 1.980 -1.761 0.016  -0.59
285 H 0.772 -2.599 -0.530  -0.31

Cartesian forces (eV/Å) of the 3 atoms listed first:
F 0.400 -0.337 0.019
C 0.388 -0.500 -2.004
C 0.034 0.280 -0.364

The calculation puts the largest force on an atom at 3.9 eV/Å. Its net charge is 0. As for the HOMO energy: -8.73 eV. As for the LUMO energy: 0.528 eV. The calculation puts the gap between HOMO and LUMO at 9.259 eV.